Record 1
Here is a structure of composition C49H47CdCl2N8O2S from the OMol25 dataset. Energies are from wB97M-V/def2-TZVPD.

LUMO energy: 0.067 Ha
Net charge: -1
Kohn-Sham gap: 5.9528 eV
Relative energy (zero: lowest compared OMol25 entry of this formula, charge and spin): 0.00 kcal/mol

Last column: Löwdin charge in e.
CARTESIAN COORDINATES (ANGSTROEM)
C: -4.138 0.172 0.978  -0.233
N: 0.185 -1.848 0.896  0.083
H: 0.603 -4.719 -2.769  0.113
Cd: -1.448 -0.766 -0.626  1.407
C: -5.326 1.825 2.939  -0.105
N: 0.242 -0.212 -2.080  -0.024
C: -5.741 -1.655 -0.379  -0.096
C: 0.103 -3.198 0.997  -0.158
H: 5.461 6.547 -1.023  0.082
C: -0.253 0.391 4.131  -0.285
C: -4.352 -1.579 -0.639  -0.164
C: 3.143 3.035 0.707  -0.801
H: 2.654 -3.783 3.164  0.085
Cl: -2.278 -6.038 -0.580  0.646
H: -2.445 -2.257 2.104  0.053
C: 0.992 -1.394 -2.164  -0.280
C: -6.325 -0.829 0.536  -0.068
C: 0.432 -2.591 -2.650  -0.125
N: -1.215 2.282 -1.944  -0.127
H: -7.389 -0.881 0.741  0.098
C: -5.531 0.102 1.249  -0.187
C: 1.104 -3.800 -2.494  0.005
H: -0.500 -2.215 3.675  0.102
H: 0.377 2.434 4.352  0.075
H: 3.732 6.472 -1.402  0.096
H: -0.684 -4.477 -4.359  0.110
O: -1.280 -0.310 3.467  -0.176
H: 6.392 4.549 3.348  0.072
C: 2.290 -1.486 -1.648  -0.053
H: 2.461 4.798 -5.106  0.073
C: 0.747 0.924 -2.607  -0.296
H: 0.092 4.269 -2.826  0.119
C: 0.667 3.355 -2.943  -0.020
H: -3.506 -1.691 3.393  0.080
H: 3.481 2.128 -4.288  0.106
H: 1.178 -0.149 1.444  0.013
C: 3.029 -5.208 -1.707  -0.048
C: 2.535 2.165 -3.757  -0.071
C: -3.937 1.891 2.689  -0.097
H: -0.284 2.051 2.761  0.053
H: 3.957 -2.702 -1.095  0.107
C: -0.204 -5.958 1.159  -0.152
H: 3.595 4.753 -3.766  0.045
C: -2.811 -2.070 -3.850  -0.162
C: -0.396 1.867 3.830  -0.067
H: -1.553 -1.669 4.990  0.116
H: 2.737 -0.578 -1.261  0.099
C: 1.122 -1.223 1.565  -0.181
H: 2.798 -1.309 2.915  0.107
C: -3.331 2.199 -1.904  -0.182
C: -3.371 1.089 1.741  -0.082
C: 4.631 5.877 -1.233  -0.008
H: -7.166 0.879 2.425  0.100
C: 0.788 -5.353 1.881  -0.631
N: 3.512 3.954 -0.271  0.101
H: 2.908 -5.870 -2.567  0.074
C: -1.415 -1.651 3.898  -0.270
C: 2.370 -3.875 -1.939  -0.281
C: 2.042 -1.885 2.396  -0.057
C: -2.600 -2.261 3.184  -0.049
H: -0.848 3.677 -0.394  0.106
H: 4.096 -5.089 -1.517  0.071
C: 5.055 5.000 1.107  0.007
H: -0.334 -7.031 1.214  0.098
H: -3.929 -2.282 -1.346  0.058
H: 4.819 4.400 4.147  0.087
C: 1.965 -3.241 2.530  -0.035
C: 5.468 3.974 3.379  -0.031
C: -3.535 -0.672 -0.007  -0.203
C: 0.970 -3.951 1.822  -0.191
H: -1.376 2.223 4.149  0.058
H: -4.318 1.850 -2.161  0.099
C: 2.532 4.690 -4.020  -0.079
H: 0.730 0.033 3.803  0.095
H: -6.340 -2.387 -0.911  0.093
H: 2.029 5.553 -3.578  0.070
H: -2.304 1.127 1.558  0.077
N: -0.843 -2.642 -3.291  -0.080
H: -3.688 -1.445 -3.882  0.102
H: 2.590 -5.711 -0.842  0.074
C: -2.564 -3.298 -4.488  -0.064
O: -1.641 -3.109 -0.574  -0.162
H: -3.594 3.657 -0.227  0.088
C: 1.963 0.982 -3.347  -0.034
H: 3.028 3.834 -1.159  0.118
S: 1.910 2.009 0.336  0.770
H: -3.321 2.580 3.255  0.081
C: -1.290 -3.627 -4.105  -0.076
H: -0.320 0.208 5.214  0.117
H: -3.216 -3.862 -5.132  0.084
N: -1.769 -1.677 -3.141  0.044
C: 1.921 3.400 -3.535  -0.330
C: -6.099 0.948 2.235  -0.062
H: 2.477 0.056 -3.558  0.099
C: 4.750 3.995 2.062  -0.324
H: -2.744 -3.294 3.507  0.081
C: -0.937 -3.821 0.188  -0.452
C: -2.958 3.130 -0.916  -0.083
C: -1.054 -5.210 0.341  -0.596
N: 3.854 3.061 1.874  0.106
N: -2.280 1.700 -2.532  0.083
H: 4.840 5.326 -2.150  0.074
C: 4.415 4.936 -0.093  -0.278
C: -1.587 3.149 -0.973  -0.103
H: 5.787 5.768 1.306  0.109
C: 2.969 -2.684 -1.542  -0.048
Cl: 1.849 -6.332 2.874  0.626
C: 0.084 2.173 -2.516  -0.196
H: 5.677 2.945 3.663  0.083
H: -5.771 2.462 3.695  0.089

Atoms 1-6, force components in eV/Å:
0.0 0.0 0.0
0.3 -0.1 0.1
0.0 0.0 0.0
-0.1 0.0 -0.4
0.0 0.0 0.0
0.1 0.1 0.4

---

Record 2
Here is a cluster of 2 separate species, C3H12NO2 in total from the OMol25 dataset. Energies are from wB97M-V/def2-TZVPD.

LUMO energy: -0.115 Ha
Net charge: +1
Kohn-Sham gap: 11.7628 eV
Relative energy (zero: lowest compared OMol25 entry of this formula, charge and spin): 39.21 kcal/mol

Last column: natural (NBO) charge in e.
CARTESIAN COORDINATES (ANGSTROEM)
C: 2.827 0.230 0.347  -0.659
H: -1.479 -1.222 0.132  0.454
H: 0.829 -1.261 -0.427  0.215
H: 1.009 1.423 0.835  0.192
H: 3.242 0.824 1.144  0.250
H: -0.910 -0.307 -1.159  0.458
H: -4.554 -0.229 0.144  0.480
C: 1.433 0.668 0.197  0.066
H: 3.407 0.118 -0.627  0.268
H: -4.331 -1.102 1.248  0.487
H: -1.298 0.347 0.287  0.424
C: 0.536 -0.527 0.227  -0.213
O: -3.902 -0.827 0.402  -0.963
H: 2.849 -0.857 0.829  0.228
O: 1.019 1.093 -1.127  -0.779
H: 0.688 -1.014 1.254  0.227
H: 1.529 1.853 -1.539  0.506
N: -0.957 -0.418 -0.135  -0.641

Atoms 1-6, force components in eV/Å:
1.4 -2.8 0.9
-0.7 -0.9 0.2
1.3 -1.5 -1.7
0.6 0.4 1.0
1.0 0.4 -0.3
-0.6 0.2 0.4

---

Record 3
Here is the molecule C4H5Cl from the OMol25 dataset. Energies are from wB97M-V/def2-TZVPD.

LUMO energy: 0.019 Ha
SMILES: C=CC(=C)Cl
Net charge: 0
Kohn-Sham gap: 9.9025 eV
Relative energy (zero: lowest compared OMol25 entry of this formula, charge and spin): 2.12 kcal/mol

Last column: natural (NBO) charge in e.
CARTESIAN COORDINATES (ANGSTROEM)
C: -2.337 -0.440 -0.206  -0.344
Cl: 1.639 -0.451 -0.087  -0.045
H: 0.708 2.299 -0.202  0.219
H: -2.534 0.480 -0.845  0.194
H: -1.094 2.062 0.209  0.212
H: -0.862 -1.525 0.817  0.220
C: 0.016 0.323 0.059  -0.008
C: -1.092 -0.629 0.285  -0.251
H: -3.166 -1.106 -0.123  0.208
C: -0.073 1.655 0.131  -0.406

Atoms 1-6, force components in eV/Å:
1.5 1.9 -0.9
-1.1 0.4 -0.1
0.5 0.3 0.3
0.3 -1.2 0.9
0.7 -0.1 0.2
0.2 -0.5 0.4

---

Record 4
Here is a structure of composition C40H38Br4FN4O3S2Y from the OMol25 dataset. Energies are from wB97M-V/def2-TZVPD.

LUMO energy (spin up / spin down): 0.142 / 0.142 Ha
Net charge: -2
Kohn-Sham gap (spin up / spin down): 5.7390 / 3.4738 eV
Relative energy (zero: lowest compared OMol25 entry of this formula, charge and spin): 58.66 kcal/mol

Last column: Löwdin charge in e.
CARTESIAN COORDINATES (ANGSTROEM)
C: -1.826 -1.895 -4.757  -0.641
H: -2.422 5.293 -1.117  0.103
C: -1.737 -2.643 -2.437  -0.454
H: -0.099 6.092 -1.434  0.105
C: -5.419 -0.527 -1.444  -0.060
C: 2.601 4.204 2.040  -0.158
C: 3.722 0.460 1.322  -0.367
H: 2.415 4.544 1.025  0.072
N: -3.175 2.864 -0.846  0.127
C: -2.324 -3.143 -5.177  -0.776
C: -0.344 -4.853 1.767  -0.095
Br: -2.666 -3.461 -7.017  0.632
H: 6.941 0.073 2.283  0.091
C: 1.224 -3.270 2.640  -0.094
H: -0.583 -5.849 1.410  0.090
H: -1.406 -0.556 4.027  0.071
C: -2.277 -3.855 -2.880  -0.630
H: 6.400 -2.281 1.740  0.088
C: -1.596 4.594 -1.159  -0.023
C: 3.412 -0.852 1.000  -0.095
C: -3.889 1.685 -1.029  -0.293
H: 2.746 -0.742 -4.867  0.053
C: -1.643 -0.273 1.261  -0.144
C: -1.511 -1.608 -3.424  -0.455
S: 1.619 0.664 -3.356  0.777
C: 4.384 -1.839 1.152  -0.088
C: -1.845 3.218 -1.042  -0.278
C: 5.953 -0.187 1.921  -0.103
C: 2.744 2.799 2.290  -0.491
H: 2.113 -1.641 -3.416  0.057
H: -3.113 -0.276 3.660  0.072
Br: -1.583 -0.459 -5.975  0.727
C: -5.287 1.798 -0.973  -0.030
H: 3.358 1.775 -2.208  0.041
C: -1.322 -3.865 1.735  -0.055
H: 1.699 -5.333 2.246  0.087
S: 2.467 1.720 0.997  0.959
C: 0.715 4.101 -1.384  -0.060
C: -2.553 -4.127 -4.235  -0.778
N: -0.877 2.318 -1.073  0.099
C: 0.373 2.778 -1.241  -0.180
C: 3.001 3.287 4.663  -0.168
H: 0.489 -1.286 2.917  0.097
C: 0.245 -2.290 2.593  -0.044
H: -2.299 -4.119 1.346  0.068
O: -1.065 -0.459 -3.031  -0.272
H: -5.972 -1.439 -1.622  0.104
C: -2.308 -1.015 3.615  -0.074
H: 1.748 4.383 -1.526  0.110
C: -4.039 -0.538 -1.457  -0.105
H: 5.208 1.839 2.006  0.107
H: 2.220 -3.016 2.987  0.091
H: 2.976 5.390 5.222  0.053
F: 1.249 -1.132 -1.161  -0.521
H: -2.048 0.651 1.712  0.019
C: 2.693 5.107 3.061  -0.166
H: 0.848 0.581 1.926  -0.024
H: -5.744 2.762 -0.781  0.101
C: 1.910 -0.892 -4.182  -0.243
N: -3.273 0.539 -1.240  0.121
Br: -3.221 -5.828 -4.745  0.628
H: 2.594 6.166 2.844  0.073
H: 3.140 2.941 5.683  0.080
O: -1.502 -2.382 -1.185  -0.223
H: -3.773 3.665 -0.750  0.118
H: -4.129 -1.092 1.543  0.076
H: -3.506 -1.463 -1.627  0.092
Y: -0.614 -0.269 -0.777  1.396
H: -7.135 0.742 -1.146  0.100
C: -1.048 -2.563 2.142  -0.185
C: 3.238 0.751 -2.564  -0.249
C: -2.089 -1.442 2.150  -0.597
O: 1.649 1.748 -4.398  -0.556
Br: -2.659 -5.127 -1.521  0.729
H: 1.000 -1.144 -4.725  0.014
C: -3.441 -1.938 1.606  -0.079
H: 2.970 1.296 3.888  0.090
H: 1.146 2.027 -1.235  0.018
C: 2.909 2.355 3.659  -0.142
H: 3.253 0.049 -1.730  0.032
H: 4.146 -2.865 0.896  0.102
N: 1.067 0.945 1.003  -0.367
C: 5.648 -1.510 1.617  -0.113
C: -6.054 0.678 -1.182  -0.087
C: 4.992 0.804 1.766  -0.093
C: 0.934 -4.564 2.223  -0.110
H: 4.006 0.520 -3.303  0.049
H: -3.888 -2.699 2.261  0.080
H: -2.579 -1.869 4.247  0.077
C: -0.307 5.034 -1.334  -0.067
C: 2.916 4.675 4.411  -0.165
H: 2.428 -1.082 0.604  0.068
H: -3.318 -2.359 0.606  0.054

Atoms 1-6, force components in eV/Å:
0.0 0.0 -0.1
0.0 0.0 0.0
0.0 -0.3 0.1
0.0 0.0 0.0
0.1 -0.1 0.0
0.0 -0.1 0.1

---

Among the records above, which one has the highest net charge?
C3H12NO2

---

What is the relative energy (zero: lowest compared OMol25 entry of this formula, charge and spin) in the third record?
2.12 kcal/mol

---

The highest relative energy (zero: lowest compared OMol25 entry of this formula, charge and spin) belongs to which entry?
C40H38Br4FN4O3S2Y